Entry P
C4H9N3 in the gas phase, computed with wB97M-V/def2-TZVPD.

Structure (XYZ):
```
16
C4H9N3 (wB97M-V/def2-TZVPD)
C -1.54424 -0.56380 -1.30019
N -0.39864 0.22069 -0.86473
C 0.48535 -0.36355 -0.12604
C 0.43110 -1.78677 0.36293
N 1.58118 0.34003 0.29772
C 1.40531 1.50640 0.81542
N 0.24934 2.19799 1.02697
H -2.05207 -1.05428 -0.46365
H -1.25209 -1.30826 -2.04798
H -2.27207 0.10420 -1.77175
H 1.41624 -2.10982 0.71205
H -0.27177 -1.84428 1.19937
H 0.10615 -2.46329 -0.43037
H 2.28970 2.06255 1.17004
H 0.33029 3.20727 0.99351
H -0.50374 1.85490 0.42664
```

Values from the calculation:
* LUMO level: 1.06 eV
* E_HOMO: -8.99 eV
* SMILES string: C/N=C(C)/N=C\N
* gap between HOMO and LUMO: 0.3694 Ha

=====

Entry Q
A molecular structure, C4H9N3, computed with wB97M-V/def2-TZVPD.

Structure (XYZ):
```
16
C4H9N3 (wB97M-V/def2-TZVPD)
C 1.15864 -0.17869 1.31129
C 0.25877 -0.93370 0.61935
C -0.51139 1.60468 -1.47491
C 0.06894 0.11275 -1.67564
N 0.67849 -0.84715 2.54845
N -0.39373 -1.38120 1.76561
N -0.41293 -1.01905 -0.56701
H 1.94643 0.48515 1.33511
H 0.29698 2.36902 -1.60423
H -1.08346 1.74282 -2.39831
H -1.06118 1.68726 -0.61872
H -0.20504 -0.18487 -2.64937
H 1.09070 0.12035 -1.49961
H 0.25404 -0.36969 3.33496
H -0.69016 -2.37103 2.00491
H -1.39513 -0.83665 -0.43188
```

Values from the calculation:
* LUMO level: 1.08 eV
* E_HOMO: -7.40 eV
* gap between HOMO and LUMO: 0.3118 Ha

=====

Entry R
C4H9N3 in the gas phase, computed with wB97M-V/def2-TZVPD.

Structure (XYZ):
```
16
C4H9N3 (wB97M-V/def2-TZVPD)
C 2.02281 1.34058 0.10053
C 1.51036 0.06605 -0.09341
C 2.21816 -1.16564 0.27446
N 0.35514 -0.08758 -0.66705
C -0.70577 0.08860 0.05392
N -1.94313 -0.19371 -0.40999
N -3.10221 0.04454 0.31791
H 1.38390 2.19970 -0.11020
H 3.09951 1.47399 0.18453
H 3.27415 -1.02872 0.04740
H 1.90894 -2.13369 0.01941
H 2.15817 -1.04398 1.35367
H -0.70752 0.66098 1.05567
H -2.02611 -0.96856 -0.99004
H -3.36675 0.98417 0.46980
H -3.16633 -0.46423 1.27069
```

Values from the calculation:
* LUMO level: 0.89 eV
* E_HOMO: -7.94 eV
* SMILES string: C=C(C)/N=C/NN
* gap between HOMO and LUMO: 0.3244 Ha

=====

Entry S
C4H9N3 in the gas phase, computed with wB97M-V/def2-TZVPD.

Structure (XYZ):
```
16
C4H9N3 (wB97M-V/def2-TZVPD)
C 1.65304 0.80994 -0.26454
C 1.25749 -0.15699 0.82886
C 1.77171 -0.66425 -0.39511
C -1.86269 0.72690 0.00737
N -0.24716 -0.54601 1.11297
N -0.81466 -1.34588 -0.84637
N -1.06016 -0.46322 0.08690
H 0.96134 1.31445 -0.96008
H 2.53338 1.34797 -0.15808
H 1.70674 0.01384 1.75613
H 1.27492 -1.46145 -0.96901
H -1.72643 1.25111 1.03059
H -1.35874 1.47447 -0.65552
H -2.86569 0.51163 -0.26773
H 0.04349 -1.52110 1.43750
H -1.26656 -1.29142 -1.74390
```

Values from the calculation:
* LUMO level (spin up / spin down): 0.82 / 0.41 eV
* E_HOMO (spin up / spin down): -7.81 / -7.12 eV
* gap between HOMO and LUMO (spin up / spin down): 0.3170 / 0.2767 Ha

=====

Most stable of them? entry P.

=====

Entry P
C4H9N3 in the gas phase, computed with wB97M-V/def2-TZVPD.

Structure (XYZ):
```
16
C4H9N3 (wB97M-V/def2-TZVPD)
C -0.89003 -1.53265 0.81915
N -0.34983 -0.20653 1.22466
N 1.19850 -0.11096 0.79861
C 1.14585 0.62389 -0.37069
C 0.28681 0.07943 -1.57391
C -0.26282 1.17310 -0.60664
N -0.96394 0.85499 0.57242
H -0.13791 -2.08003 0.17331
H -1.05874 -2.09794 1.72070
H -1.80155 -1.47249 0.21911
H 1.71249 0.31124 1.60028
H 2.06296 1.14243 -0.58828
H 0.01634 -0.96537 -1.60354
H 0.51273 0.46928 -2.61417
H -0.58992 2.12380 -1.04620
H -0.88094 1.68780 1.27518
```

Values from the calculation:
* LUMO level: 1.03 eV
* E_HOMO: -8.43 eV
* SMILES string: CN1N[C@H]2C[C@H]2N1
* gap between HOMO and LUMO: 0.3475 Ha

=====

Entry Q
C4H9N3 in the gas phase, computed with wB97M-V/def2-TZVPD.

Structure (XYZ):
```
16
C4H9N3 (wB97M-V/def2-TZVPD)
C 0.36874 1.76982 -0.30712
C -0.29661 0.51988 0.53455
C -1.71006 0.17410 0.10703
N -1.46549 -1.39377 -0.12941
C -0.27086 -1.55601 -0.37058
N 0.55934 -0.47772 -0.16114
N 1.82676 -0.81238 0.24933
H 0.29820 1.37412 -1.39665
H 1.49464 1.81701 -0.18683
H -0.20370 2.65355 -0.13331
H -0.31814 0.37670 1.62706
H -2.08157 0.54634 -0.75796
H -2.50213 0.24349 0.97770
H 0.07865 -2.56544 -0.39090
H 1.87203 -1.76979 0.91110
H 2.35022 -0.89991 -0.57286
```

Values from the calculation:
* LUMO level: 0.99 eV
* E_HOMO: -8.71 eV
* SMILES string: C[C@H]1CN=CN1N
* gap between HOMO and LUMO: 0.3564 Ha

=====

Most stable of them? entry Q.

=====

Entry P
C4H9N3 in the gas phase, computed with wB97M-V/def2-TZVPD.

Structure (XYZ):
```
16
C4H9N3 (wB97M-V/def2-TZVPD)
C -2.52344 0.27403 0.05622
C -1.13669 0.19050 -0.49100
C -0.21987 1.18284 -0.32120
N 1.04944 1.14307 -0.91850
N 1.75182 0.37200 0.00735
C 1.41153 -0.81140 0.39835
N 2.36218 -1.77981 0.53909
H -2.66136 1.15281 0.69040
H -3.25385 0.34243 -0.75806
H -2.77981 -0.61790 0.63563
H -0.91809 -0.65532 -1.12757
H -0.52446 2.15327 0.06099
H 1.51116 2.04113 -0.99112
H 0.35772 -1.09538 0.58352
H 3.30519 -1.49331 0.31462
H 2.26852 -2.39898 1.32127
```

Values from the calculation:
* LUMO level: 1.13 eV
* E_HOMO: -7.83 eV
* SMILES string: C/C=C/N/N=C/N
* gap between HOMO and LUMO: 0.3292 Ha

=====

Entry Q
C4H9N3 in the gas phase, computed with wB97M-V/def2-TZVPD.

Structure (XYZ):
```
16
C4H9N3 (wB97M-V/def2-TZVPD)
H 3.21454 0.03734 -1.41238
N 2.46161 0.71636 -1.55733
C 1.55194 0.65177 -0.63702
C 1.36579 -0.43357 0.38917
C -0.00834 -0.73233 -0.13902
C -1.12585 0.00300 0.16652
N -1.26635 0.69151 1.33496
N -2.25215 -0.18431 -0.58402
H 0.77847 1.50187 -0.53982
H 2.04466 -1.27072 0.21260
H 1.38982 -0.03737 1.40569
H -0.07510 -1.54353 -0.85941
H -0.55592 0.55012 2.03980
H -2.20760 0.95433 1.59350
H -3.13025 -0.00031 -0.11783
H -2.18527 -0.90417 -1.29540
```

Values from the calculation:
* LUMO level: 0.75 eV
* E_HOMO: -7.19 eV
* SMILES string: [H]/N=C\CC=C(N)N
* gap between HOMO and LUMO: 0.2915 Ha

=====

Entry R
3 unconnected molecules or ions with the total composition C4H9N3, computed with wB97M-V/def2-TZVPD.

Structure (XYZ):
```
16
C4H9N3 (wB97M-V/def2-TZVPD)
C 1.53289 0.55533 0.88616
N 0.48447 -0.23834 0.24130
C -0.72108 0.11526 0.15979
N -0.61381 -0.74090 2.17502
C 0.76501 -0.52803 -2.47903
C -1.92856 0.40323 -0.25232
N 0.59126 0.50169 -1.79526
H -1.12769 0.08391 2.49835
H -1.30946 -1.45222 1.94107
H 1.90584 -0.02198 1.72861
H 1.17844 1.53115 1.22185
H 2.33037 0.69026 0.15588
H 0.72007 -1.55467 -2.08488
H 1.03959 -0.43720 -3.54402
H -2.78400 0.29579 0.39812
H -2.06334 0.79669 -1.25064
```

Values from the calculation:
* LUMO level (spin up / spin down): 0.37 / 0.17 eV
* E_HOMO (spin up / spin down): -8.69 / -8.55 eV
* gap between HOMO and LUMO (spin up / spin down): 0.3327 / 0.3204 Ha

=====

Most stable of them? entry Q.

=====

Entry P
2 unconnected molecules or ions with the total composition C2H3NOS, computed with wB97M-V/def2-TZVPD.

Structure (XYZ):
```
8
C2H3NOS (wB97M-V/def2-TZVPD)
C 3.18680 0.45703 -0.80644
C -0.90883 0.39391 -0.74007
N -1.20109 0.31530 0.46559
O 4.18943 0.90989 -0.21119
S 3.53396 -0.55253 0.53781
H -1.64554 0.49384 -1.58062
H 0.03830 0.05380 -1.04467
H -2.21478 0.46626 0.62480
```

Values from the calculation:
* LUMO level: -0.45 eV
* E_HOMO: -9.98 eV
* gap between HOMO and LUMO: 0.3501 Ha

=====

Entry Q
2 unconnected molecules or ions with the total composition C2H3NOS, computed with wB97M-V/def2-TZVPD.

Structure (XYZ):
```
8
C2H3NOS (wB97M-V/def2-TZVPD)
N -0.41609 -1.61413 -0.06546
C 0.19624 -2.41095 0.57408
S 0.78254 -3.55118 1.45127
H -0.30209 -0.82002 -0.65566
C -0.06491 2.10000 -0.32638
O 0.17150 1.09997 -0.93660
H -1.05427 2.58207 -0.33152
H 0.68708 2.61424 0.29028
```

Values from the calculation:
* LUMO level: 0.20 eV
* E_HOMO: -9.27 eV
* SMILES string: N=C=S.C=O
* gap between HOMO and LUMO: 0.3480 Ha

=====

Most stable of them? entry Q.

=====

Entry P
C2H3NOS in the gas phase, computed with wB97M-V/def2-TZVPD.

Structure (XYZ):
```
8
C2H3NOS (wB97M-V/def2-TZVPD)
O 0.62951 2.00051 -0.87255
C 0.38575 0.86652 -0.62988
C -0.16444 0.02793 0.68590
S -0.14979 -1.52725 -0.33342
N 0.21026 -0.20614 -1.49378
H 0.34827 -0.09243 1.54759
H -1.16308 0.22196 0.96871
H 0.69158 -0.39811 -2.35719
```

Values from the calculation:
* LUMO level: 0.31 eV
* E_HOMO: -8.79 eV
* SMILES string: O=C1CSN1
* gap between HOMO and LUMO: 0.3345 Ha

=====

Entry Q
A molecular structure, C2H3NOS, computed with wB97M-V/def2-TZVPD.

Structure (XYZ):
```
8
C2H3NOS (wB97M-V/def2-TZVPD)
C 1.68589 -0.60053 0.07817
C -1.68033 0.62673 -0.18322
H 2.06829 -1.65153 -0.29291
H 2.28052 0.38700 0.91386
H -2.13764 1.69558 0.05202
N 0.46023 -0.51309 -0.43465
O -0.29432 0.80660 -0.12734
S -2.38264 -0.75075 -0.00594
```

Values from the calculation:
* LUMO level: 0.21 eV
* E_HOMO: -8.89 eV
* gap between HOMO and LUMO: 0.3345 Ha

=====

Entry R
C2H3NOS in the gas phase, computed with wB97M-V/def2-TZVPD.

Structure (XYZ):
```
8
C2H3NOS (wB97M-V/def2-TZVPD)
C -0.22869 -2.21466 0.96210
C 0.23661 1.25678 -0.28123
N 0.69193 0.12300 -1.01355
O -1.17746 -2.73343 1.40345
S -0.05105 -1.37483 -0.66233
H -0.81814 1.56073 -0.55162
H 0.43457 1.23014 0.81874
H 0.91224 2.15228 -0.67556
```

Values from the calculation:
* LUMO level (spin up / spin down): -1.48 / -1.21 eV
* E_HOMO (spin up / spin down): -8.62 / -9.16 eV
* gap between HOMO and LUMO (spin up / spin down): 0.2622 / 0.2920 Ha

=====

Most stable of them? entry P.